Run w
DFT (wB97M-V/def2-TZVPD) results for 2 unconnected molecules or ions with the total composition C4H12N2S.

Calculated values
highest occupied orbital energy	-0.3089	hartree

```
! RIJCOSX wB97M-V def2-TZVPD def2/J DEFGRID3
* xyz 0 1
C 0.1807 1.9503 1.4593
C -0.2030 0.6684 0.7422
C 1.1347 0.0186 -0.1133
S 2.3534 -0.3865 1.0048
N -1.1811 0.8405 -0.1262
C -1.7447 -0.3424 -0.6982
N -1.2185 -0.4933 -2.0662
H -0.6697 2.3086 2.0299
H 1.0234 1.7469 2.1243
H 0.4761 2.7039 0.7377
H 2.7075 -3.8281 0.3528
H 0.7716 -0.8362 -0.6620
H 1.4806 0.7956 -0.7911
H 2.5546 -3.1146 0.4732
H -0.4412 -0.1115 1.4795
H -1.5297 -1.2573 -0.1396
H -2.8447 -0.2421 -0.7300
H -0.9108 0.4186 -2.3909
H -1.9394 -0.8395 -2.6863
*
```

Atom charges from the natural (NBO) analysis, given in e for atoms 1 to 2: C -0.620; C -0.040

***

Run x
DFT (wB97M-V/def2-TZVPD) results for C4H12N2S in the gas phase.

Calculated values
highest occupied orbital energy	-0.3203	hartree
SMILES string	CNC[C@H](N)CS

```
! RIJCOSX wB97M-V def2-TZVPD def2/J DEFGRID3
* xyz 0 1
C 0.1771 -2.0227 1.9049
N -0.3319 -1.5613 0.6505
C 0.6432 -0.5131 0.0151
C -0.3307 0.7039 -0.3183
N -1.4346 0.2300 -1.1851
C 0.4515 1.7824 -1.0496
S 0.2827 3.4259 -0.4119
H -0.0632 -1.1417 2.5604
H -0.2395 -3.0237 2.2402
H 1.3244 -2.2422 1.9160
H -0.6537 -2.3680 0.0523
H 1.1792 -0.7065 -0.9730
H 1.4266 -0.1462 0.6228
H -0.7574 0.9936 0.5915
H -0.8613 -0.2918 -1.9137
H -2.0557 -0.3628 -0.5875
H 0.4601 1.7843 -2.2175
H 1.5433 1.5403 -0.7548
H -0.7601 3.9197 -1.1422
*
```

Atom charges from the natural (NBO) analysis, given in e for atoms 1 to 2: C -0.413; N -0.670

***

Run y
DFT (wB97M-V/def2-TZVPD) results for C4H12N2S in the gas phase.

Calculated values
highest occupied orbital energy	-0.3111	hartree
SMILES string	NCCNCCS

```
! RIJCOSX wB97M-V def2-TZVPD def2/J DEFGRID3
* xyz 0 1
N -1.0349 3.0459 1.1595
C -0.3593 1.8420 1.6817
C -0.5418 0.4939 0.7124
N 0.7022 0.0446 0.2177
C 0.7808 -1.3684 -0.1183
C 0.2564 -2.0874 -1.3716
S 1.5372 -2.8543 -2.4906
H -0.4036 3.7514 0.8525
H -1.6983 2.8084 0.3169
H 0.6543 2.1234 1.9042
H -0.9086 1.4812 2.5947
H -1.1297 -0.2877 1.2286
H -1.1784 0.8224 -0.3157
H 1.1110 0.6049 -0.6285
H 1.7932 -1.2919 -0.2220
H 0.7624 -1.9867 0.8258
H -0.4985 -1.4544 -1.9855
H -0.4418 -2.8479 -0.8653
H 0.5974 -2.8394 -3.4964
*
```

Atom charges from the natural (NBO) analysis, given in e for atoms 1 to 2: N -0.851; C -0.221

***

The structure shown above that is most stable: run x.